Record 1
# C50H40Cl4N5O4SSbSiTi

A molecular structure, C50H40Cl4N5O4SSbSiTi in a non-equilibrium geometry (ωB97M-V/def2-TZVPD, OMol25).

Output
- Lowest unoccupied orbital energy (alpha / beta): 4.085 / 4.082 eV
- Expectation value of S²: 2.032
- Orbital gap (alpha / beta): 4.723 / 6.495 eV

Structure (ORCA input):
```
! wB97M-V def2-TZVPD RIJCOSX def2/J DEFGRID3
* xyz -2 3
Ti -0.389 -1.363 -0.801
N 3.357 -2.646 1.505
C 4.422 -3.087 0.711
C 4.858 -4.405 0.782
C 5.965 -4.827 0.059
C 6.620 -3.945 -0.787
C 6.160 -2.637 -0.898
C 5.084 -2.204 -0.140
S 4.507 -0.545 -0.245
N 2.943 -0.605 0.369
C 2.542 -1.559 1.137
C 1.238 -1.511 1.762
C 1.075 -2.052 3.050
C -0.035 -1.782 3.803
C -1.021 -0.915 3.257
C -0.878 -0.486 1.976
N 0.174 -0.798 1.154
H 2.841 -3.399 1.930
H 4.310 -5.107 1.404
H 6.300 -5.853 0.147
H 7.466 -4.274 -1.378
H 6.631 -1.943 -1.586
H 1.885 -2.623 3.488
H -0.135 -2.171 4.808
H -1.886 -0.616 3.832
H -1.623 0.163 1.534
O -1.124 -1.802 -2.458
N -2.096 -1.013 -2.914
N -2.410 -0.083 -1.985
O -1.731 -0.063 -0.803
C -3.471 0.776 -2.181
C -4.086 0.875 -3.441
C -5.147 1.746 -3.616
C -5.633 2.512 -2.561
C -5.035 2.389 -1.313
C -3.961 1.538 -1.115
H -3.714 0.261 -4.248
H -5.604 1.833 -4.596
H -6.468 3.187 -2.709
H -5.410 2.963 -0.472
H -3.492 1.444 -0.145
Cl 4.467 -3.904 -4.613
C 3.433 -2.755 -3.827
C 3.397 -1.434 -4.244
Cl 4.412 -0.908 -5.549
C 2.530 -0.526 -3.627
Cl 2.457 1.126 -4.136
C 1.685 -0.915 -2.585
O 0.824 -0.128 -1.998
C 1.758 -2.271 -2.134
O 0.965 -2.601 -1.114
C 2.610 -3.158 -2.765
Cl 2.622 -4.800 -2.208
C -3.172 4.323 1.991
C -2.912 4.474 0.636
C -1.787 3.883 0.068
C -0.899 3.137 0.841
C -1.173 2.997 2.206
C -2.295 3.584 2.778
Sb 0.883 2.135 0.025
C 1.069 3.678 -1.507
C 0.343 3.453 -2.680
C 0.384 4.358 -3.733
C 1.167 5.501 -3.632
C 1.912 5.727 -2.482
C 1.867 4.817 -1.429
C 2.028 3.245 1.536
C 1.743 4.541 1.972
C 2.504 5.144 2.965
C 3.565 4.459 3.549
C 3.862 3.170 3.131
C 3.097 2.569 2.133
H -4.054 4.774 2.432
H -3.590 5.048 0.013
H -1.598 4.010 -0.992
H -0.495 2.425 2.833
H -2.485 3.464 3.839
H -0.256 2.549 -2.771
H -0.189 4.168 -4.634
H 1.201 6.211 -4.452
H 2.530 6.614 -2.401
H 2.455 5.004 -0.537
H 0.911 5.083 1.532
H 2.271 6.154 3.289
H 4.159 4.933 4.322
H 4.688 2.628 3.578
H 3.328 1.558 1.811
C -3.215 -3.776 -1.275
Si -1.900 -3.313 0.041
C -1.036 -4.994 0.342
C -3.124 -3.181 1.531
C -3.405 -4.246 2.391
C -4.310 -4.123 3.443
C -4.947 -2.911 3.677
C -4.681 -1.832 2.840
C -3.794 -1.977 1.781
H -3.825 -4.632 -0.964
H -2.732 -4.014 -2.230
H -3.886 -2.930 -1.465
H -1.720 -5.842 0.225
H -0.597 -5.042 1.345
H -0.221 -5.116 -0.379
H -2.910 -5.200 2.232
H -4.522 -4.976 4.079
H -5.647 -2.807 4.499
H -5.165 -0.877 3.015
H -3.613 -1.130 1.124
*
```

=====

Record 2
# C36H41IN4O2Pt

A molecular structure, C36H41IN4O2Pt in a non-equilibrium geometry (ωB97M-V/def2-TZVPD, OMol25).

Output
- Lowest unoccupied orbital energy (alpha / beta): -0.294 / -1.591 eV
- Expectation value of S²: 2.008
- Orbital gap (alpha / beta): 7.296 / 6.273 eV

Structure (ORCA input):
```
! wB97M-V def2-TZVPD RIJCOSX def2/J DEFGRID3
* xyz 0 3
Pt -0.057 0.133 -0.168
C -2.559 2.383 -0.938
C -2.682 1.377 -2.081
C -1.320 0.945 -2.629
C -3.508 0.168 -1.703
C -4.603 -0.106 -2.505
C -5.420 -1.193 -2.256
C -5.105 -2.054 -1.225
C -4.001 -1.840 -0.417
C -3.661 -2.882 0.621
C -3.522 -4.255 -0.045
C -4.720 -2.925 1.726
C -3.220 -0.677 -0.609
N -2.195 -0.386 0.281
C -2.482 -0.308 1.596
O -3.597 -0.136 2.074
C -1.271 -0.354 2.495
C -1.336 -0.203 3.873
C -0.150 -0.184 4.596
C 1.064 -0.291 3.932
C 1.048 -0.453 2.552
N -0.102 -0.529 1.894
C 2.292 -0.533 1.694
O 3.388 -0.752 2.198
N 2.032 -0.347 0.397
C 3.035 -0.452 -0.565
C 3.965 0.596 -0.731
C 4.971 0.466 -1.673
C 5.066 -0.656 -2.472
C 4.147 -1.678 -2.315
C 3.134 -1.607 -1.371
C 2.198 -2.793 -1.263
C 0.805 -2.450 -1.795
C 2.133 -3.361 0.156
C 3.933 1.828 0.143
C 5.058 1.743 1.179
C 4.045 3.120 -0.670
H -2.130 3.318 -1.296
H -1.929 1.982 -0.143
H -3.539 2.589 -0.515
H -3.216 1.878 -2.901
H -0.638 0.596 -1.791
H -0.826 1.772 -3.135
H -1.429 0.120 -3.331
H -4.836 0.559 -3.326
H -6.286 -1.376 -2.872
H -5.738 -2.906 -1.037
H -2.696 -2.632 1.077
H -4.472 -4.586 -0.458
H -3.193 -4.995 0.682
H -2.793 -4.212 -0.852
H -5.690 -3.207 1.323
H -4.807 -1.945 2.186
H -4.439 -3.648 2.490
H -2.299 -0.090 4.343
H -0.169 -0.053 5.667
H 2.013 -0.243 4.443
H 5.706 1.250 -1.776
H 5.856 -0.740 -3.205
H 4.233 -2.566 -2.927
H 2.608 -3.576 -1.913
H 0.352 -1.644 -1.180
H 0.146 -3.314 -1.744
H 0.869 -2.114 -2.829
H 1.475 -2.767 0.781
H 3.123 -3.368 0.605
H 1.753 -4.379 0.137
H 2.976 1.853 0.675
H 6.027 1.704 0.685
H 4.937 0.839 1.772
H 5.039 2.604 1.847
H 5.001 3.194 -1.184
H 3.955 3.976 -0.003
H 3.253 3.172 -1.414
I 0.104 4.353 3.892
C 0.313 4.023 1.821
C 0.294 5.073 0.917
C 0.479 4.772 -0.423
C 0.635 3.449 -0.805
N 0.644 2.446 0.069
C 0.502 2.734 1.358
H 0.165 6.093 1.247
H 0.516 5.567 -1.152
H 0.777 3.186 -1.842
H 0.569 1.914 2.061
*
```

=====

Record 3
# C24H33Br2N4O8Sr

A molecular structure, C24H33Br2N4O8Sr in a non-equilibrium geometry (ωB97M-V/def2-TZVPD, OMol25).

Output
- Lowest unoccupied orbital energy: -4.451 eV
- Orbital gap: 6.564 eV

Structure (ORCA input):
```
! wB97M-V def2-TZVPD RIJCOSX def2/J DEFGRID3
* xyz 1 1
N -0.412 2.980 4.224
H 0.325 2.897 4.920
H -0.643 3.932 3.993
H -1.260 2.512 4.574
H -0.136 2.495 3.230
Sr 0.254 4.563 0.601
C 2.133 4.627 -3.808
C 1.094 3.967 -2.906
O 1.174 4.428 -1.576
H 1.933 5.689 -3.972
H 2.121 4.139 -4.786
H 3.121 4.558 -3.350
H 1.291 2.883 -2.937
H 0.090 4.151 -3.323
C -0.409 1.045 0.043
C 0.080 1.092 1.467
O 0.200 2.410 1.938
H -1.484 1.241 -0.014
H -0.170 0.099 -0.440
H 0.081 1.835 -0.547
H 1.039 0.556 1.535
H -0.626 0.511 2.088
Br -1.780 -1.170 -3.804
C -2.348 -1.622 -2.010
C -3.340 -2.756 -2.092
Br -3.824 -3.319 -0.298
H -2.872 -0.755 -1.617
H -1.501 -1.886 -1.392
H -2.964 -3.622 -2.627
H -4.250 -2.436 -2.590
C 2.660 -0.792 -1.764
C 3.852 -1.457 -2.021
C 4.576 -1.194 -3.174
C 4.084 -0.239 -4.034
C 2.895 0.413 -3.817
C 2.162 0.107 -2.684
N 4.868 0.106 -5.228
O 5.828 -0.592 -5.482
O 4.499 1.059 -5.876
H 2.112 -1.041 -0.862
H 4.195 -2.183 -1.298
H 5.571 -1.591 -3.304
H 2.538 1.152 -4.518
H 1.244 0.652 -2.512
C -5.372 -0.295 1.337
C -6.385 0.156 2.183
C -6.080 1.046 3.195
C -4.763 1.401 3.385
C -3.738 0.881 2.633
C -4.045 0.000 1.613
N -4.449 2.368 4.423
O -5.319 2.697 5.178
O -3.294 2.803 4.481
H -5.665 -0.973 0.546
H -7.388 -0.225 2.066
H -6.827 1.334 3.922
H -2.703 1.092 2.856
H -3.259 -0.457 1.024
C 3.942 -4.052 2.402
C 3.612 -4.488 1.123
C 2.380 -4.195 0.560
C 1.465 -3.515 1.341
C 1.775 -3.068 2.601
C 3.031 -3.269 3.113
N 0.136 -3.214 0.801
O -0.608 -2.528 1.463
O -0.140 -3.669 -0.291
H 4.897 -4.340 2.822
H 4.303 -5.071 0.525
H 2.194 -4.507 -0.456
H 1.002 -2.547 3.151
H 3.301 -2.810 4.055
*
```

=====

Record 4
# C27H22Br2IO4

A molecular structure, C27H22Br2IO4 in a non-equilibrium geometry (ωB97M-V/def2-TZVPD, OMol25).

Output
- Lowest unoccupied orbital energy: -7.391 eV
- Orbital gap: 3.584 eV

Structure (ORCA input):
```
! wB97M-V def2-TZVPD RIJCOSX def2/J DEFGRID3
* xyz 1 1
Br -7.364 3.990 0.545
C -5.737 3.054 0.741
C -5.765 1.683 1.044
C -4.567 0.991 1.183
C -3.334 1.646 1.014
C -2.096 0.884 1.118
C -0.987 1.188 0.431
C 0.262 0.303 0.358
C 1.482 1.261 0.684
C 2.449 0.870 1.613
C 3.572 1.679 1.839
C 3.694 2.878 1.120
Br 5.206 3.980 1.415
C 2.690 3.322 0.242
C 1.603 2.463 -0.009
C -3.317 3.017 0.676
C -4.514 3.726 0.549
H -6.712 1.171 1.193
H -4.561 -0.074 1.397
H -2.091 -0.009 1.742
H -1.020 2.075 -0.222
H 0.252 -0.565 1.049
H 2.344 -0.111 2.091
H 4.353 1.353 2.529
H 2.774 4.280 -0.270
H 0.879 2.753 -0.771
H -2.363 3.527 0.538
H -4.509 4.793 0.338
C 3.364 -0.133 -1.554
C 2.366 -0.134 -2.698
C 3.091 -0.047 -4.048
O 1.565 -1.345 -2.659
C 0.852 -1.476 -1.476
O 0.565 -2.600 -1.120
C 0.419 -0.192 -0.934
I -2.463 -1.970 -0.163
C -1.207 -3.365 0.770
C -1.565 -4.664 0.397
C -0.877 -5.746 0.941
C 0.223 -5.524 1.785
C 0.641 -4.223 2.070
C -0.073 -3.125 1.565
C 0.225 0.742 -2.052
O -0.816 1.229 -2.402
O 1.429 0.990 -2.715
H 2.913 -0.357 -0.582
H 4.102 -0.923 -1.769
H 3.866 0.842 -1.490
H 2.348 -0.070 -4.850
H 3.619 0.919 -4.078
H 3.794 -0.878 -4.146
H -2.367 -4.798 -0.320
H -1.211 -6.750 0.694
H 0.759 -6.375 2.214
H 1.531 -4.034 2.672
H 0.283 -2.121 1.771
*
```

=====

Record 5
# C7H15ClGaNO7P

A molecular structure, C7H15ClGaNO7P in a non-equilibrium geometry (ωB97M-V/def2-TZVPD, OMol25).

Output
- Lowest unoccupied orbital energy: 2.861 eV
- Orbital gap: 8.753 eV

Structure (ORCA input):
```
! wB97M-V def2-TZVPD RIJCOSX def2/J DEFGRID3
* xyz -1 1
O 0.883 3.403 3.893
C 1.121 3.095 2.776
N 1.386 2.786 1.648
Ga 0.556 1.132 0.979
C -0.389 0.224 2.528
C -1.480 -0.724 2.032
C -2.072 -1.488 3.203
Cl -3.687 -2.207 2.793
C -0.791 1.614 -0.458
C -0.589 1.265 -1.927
O 0.646 0.554 -2.207
C 0.533 -0.678 -2.697
O -0.208 -1.004 -3.601
P 2.363 -0.319 0.520
O 3.251 -0.420 1.710
O 1.786 -1.816 0.156
O 3.299 0.074 -0.746
H -0.824 0.950 3.211
H 0.370 -0.376 3.029
H -2.297 -0.193 1.552
H -1.052 -1.449 1.340
H -2.263 -0.816 4.030
H -1.445 -2.312 3.514
H -1.744 1.193 -0.147
H -0.922 2.693 -0.394
H -1.424 0.687 -2.312
H -0.565 2.170 -2.527
H 1.185 -1.402 -2.207
H 2.527 -2.346 -0.169
H 4.215 -0.001 -0.448
O -0.683 -1.485 -6.739
H -0.200 -1.032 -6.038
H -1.485 -1.775 -6.295
*
```

=====

Record 6
# C3H7NO2

A molecular structure, C3H7NO2 (ωB97M-V/def2-TZVPD, OMol25).

Output
- Lowest unoccupied orbital energy: -0.793 eV
- Orbital gap: 7.982 eV

Structure (ORCA input):
```
! wB97M-V def2-TZVPD RIJCOSX def2/J DEFGRID3
* xyz 0 1
O -2.510 -0.345 0.308
C -1.361 -0.786 -0.108
C -0.155 0.011 0.265
N 1.000 -0.072 -0.416
C 2.246 0.289 0.123
O 2.390 0.647 1.260
H -2.002 1.161 0.035
H -1.258 -1.135 -1.168
H -0.951 -1.650 0.521
H -0.071 0.400 1.276
H -1.351 1.633 -0.094
H 0.963 -0.360 -1.388
H 3.060 0.207 -0.615
*
```

=====

Table of DFT total energy (hartree), in record order: -6122.3048; -2182.8925; -6933.5262; -6788.3619; -3583.7179; -323.5980